# 1
Entry from the OMol25 dataset: a single C6H5ClNO2P molecule (the ωB97M-V functional and the def2-TZVPD basis).

```
16
Properties=species:S:1:pos:R:3:nbo_charge:R:1
C -2.27335 0.34127 0.15399 -0.177
C -1.31082 0.48888 1.11780 -0.188
C -1.90993 0.16502 -1.15258 -0.189
C 0.04824 0.24837 0.78876 -0.186
C -0.62238 -0.19220 -1.44708 -0.190
C 0.35336 -0.09963 -0.48845 -0.402
N 2.62078 -1.02763 0.67878 0.252
O 2.54776 -2.27270 0.58138 -0.374
O 3.10647 -0.43470 1.64860 -0.332
P 2.09694 -0.38266 -0.90461 1.031
Cl 2.56798 1.79869 -0.74085 -0.344
H -3.28624 0.50413 0.24713 0.211
H -1.44403 0.79357 2.07898 0.212
H -2.70054 0.18057 -1.79468 0.211
H 0.69227 0.38108 1.68093 0.243
H -0.48651 -0.49205 -2.44811 0.223
```

Results
Kohn-Sham gap, eV: 9.32
HOMO energy, Ha: -0.371
Relative energy (zero: lowest compared OMol25 entry of this formula, charge and spin), kcal/mol: 1.4
Structure (SMILES): O=[N+]([O-])P(Cl)c1ccccc1


# 2
Entry from the OMol25 dataset: a molecular structure, C33H44BrHgN2O6S (the ωB97M-V functional and the def2-TZVPD basis).

```
88
Properties=species:S:1:pos:R:3:lowdin_spin:R:1
Hg 7.75415 -18.41630 -3.83257 0.007
C 9.37882 -11.34607 -1.51537 0.001
C 9.74735 -11.87832 -2.90474 0.004
C 11.17495 -12.37475 -2.92388 0.001
C 9.63472 -10.63810 -3.83590 0.003
C 8.83699 -13.04468 -3.37592 0.058
C 8.91346 -14.24608 -2.68861 0.061
C 8.25554 -15.38832 -3.18227 0.061
N 8.33225 -16.58074 -2.62583 0.277
C 9.14441 -16.84476 -1.48379 0.017
C 8.92292 -16.21956 -0.27449 0.014
C 9.66865 -16.50425 0.84895 0.001
C 10.70480 -17.45835 0.68548 0.016
C 10.87416 -18.17716 -0.45967 0.004
C 10.05011 -17.92293 -1.63406 0.021
O 10.08796 -18.64638 -2.72301 0.027
C 11.96716 -19.25677 -0.49876 0.000
C 12.85320 -19.31978 0.77254 0.000
C 11.22452 -20.58465 -0.67916 0.000
C 12.82931 -19.05973 -1.76149 0.000
C 9.37038 -15.85410 2.22861 0.000
C 9.96539 -14.45267 2.29557 0.000
C 7.83001 -15.69603 2.37671 0.000
C 9.88492 -16.72921 3.38668 0.000
C 7.49462 -15.30370 -4.43274 0.112
O 6.96346 -16.36747 -4.92874 0.165
C 7.42056 -14.06219 -5.10706 0.045
C 8.08461 -12.98400 -4.58461 0.095
C 6.62155 -13.95469 -6.35805 0.000
C 6.66488 -12.55376 -7.00533 0.000
C 7.17549 -14.96988 -7.37865 0.001
C 5.12770 -14.33560 -6.08504 0.001
H 10.11574 -10.53838 -1.17378 0.000
H 9.45375 -12.14150 -0.76705 0.000
H 8.31577 -10.94339 -1.43782 0.000
H 11.84671 -11.59735 -2.59772 0.000
H 11.47653 -12.67354 -3.87610 0.000
H 11.33692 -13.17768 -2.21559 0.000
H 10.37319 -9.89229 -3.51837 0.000
H 8.60817 -10.24222 -3.81775 0.001
H 9.93787 -10.93187 -4.83942 0.001
H 9.44888 -14.29331 -1.76112 0.003
H 8.06275 -15.55641 -0.24639 0.000
H 11.31264 -17.74035 1.50523 0.001
H 12.23905 -19.64097 1.64608 0.000
H 13.28822 -18.37711 0.94855 0.000
H 13.67989 -20.07423 0.68982 0.000
H 10.59433 -20.86949 0.16388 0.000
H 11.95117 -21.40413 -0.76209 0.000
H 10.64499 -20.63484 -1.58188 0.000
H 13.22812 -18.07529 -1.79548 0.000
H 12.22339 -19.23050 -2.66485 0.000
H 13.66302 -19.76167 -1.79611 0.000
H 9.46151 -13.83304 1.58849 0.000
H 11.04260 -14.46229 2.11845 0.000
H 9.87653 -14.08835 3.32532 0.000
H 7.40130 -14.96309 1.67832 0.000
H 7.59397 -15.32711 3.36732 0.000
H 7.29696 -16.64903 2.27225 0.000
H 11.00281 -16.80512 3.40158 0.000
H 9.45259 -17.74611 3.35717 0.000
H 9.53434 -16.21027 4.26187 0.000
H 8.02637 -12.07236 -5.13467 0.005
H 7.71598 -12.30065 -7.18078 0.000
H 6.19021 -11.87836 -6.25699 0.000
H 6.02716 -12.54151 -7.89711 0.000
H 8.21534 -14.76302 -7.64193 0.000
H 6.60488 -15.03466 -8.32659 0.000
H 7.15296 -15.96687 -6.98371 0.000
H 4.71596 -13.77969 -5.23451 0.000
H 5.00958 -15.37418 -5.87451 0.000
H 4.49437 -14.10616 -6.93613 0.000
O 6.76099 -20.11398 -4.41713 -0.003
S 5.17109 -20.25946 -4.11228 0.000
O 4.38516 -19.27548 -4.77351 0.000
O 5.08251 -20.11264 -2.66594 0.000
O 4.77311 -21.59385 -4.67516 0.000
Br 9.24817 -22.61515 -3.60145 0.000
C 7.88844 -22.48290 -2.31141 0.000
C 6.52495 -22.70635 -2.54388 0.000
C 5.67057 -22.61389 -1.48938 0.000
C 6.16531 -22.27507 -0.24562 0.000
C 7.48756 -21.88499 -0.16651 0.000
N 8.36331 -22.04822 -1.15748 0.000
H 6.12688 -22.80157 -3.52541 0.000
H 4.62691 -22.71682 -1.61778 0.000
H 5.49786 -22.08492 0.60107 0.000
H 7.86011 -21.44066 0.73058 0.000
```

Results
<S²>: 0.7748
Kohn-Sham gap (spin up / spin down), eV: 5.77 / 5.71
Net charge: -2
HOMO energy (spin up / spin down), Ha: -0.067 / -0.074
Relative energy (zero: lowest compared OMol25 entry of this formula, charge and spin), kcal/mol: 0.0
Multiplicity: 2


# 3
Entry from the OMol25 dataset: a single C2HCl3OS molecule (the ωB97M-V functional and the def2-TZVPD basis).

```
8
Properties=species:S:1:pos:R:3:nbo_charge:R:1
C 0.59667 -0.17937 -0.99313 -0.246
C 0.32274 -0.34532 0.30925 -0.319
O -0.71546 1.98520 0.21522 -0.893
S -0.48556 1.00160 1.27676 1.327
Cl 1.43182 -1.38075 -1.86763 0.067
Cl 0.80451 -1.76495 1.20205 0.038
Cl -2.26515 -0.12814 1.26476 -0.248
H 0.31043 0.81173 -1.40727 0.274
```

Results
Kohn-Sham gap, eV: 9.27
HOMO energy, Ha: -0.369
Relative energy (zero: lowest compared OMol25 entry of this formula, charge and spin), kcal/mol: 14.2


# 4
Entry from the OMol25 dataset: a molecular structure, C34H37N5O5S2SbV (the ωB97M-V functional and the def2-TZVPD basis).

```
85
Properties=species:S:1:pos:R:3:lowdin_spin:R:1
V -1.21383 1.45695 0.30253 0.998
O -0.86300 3.82482 -1.39912 0.009
C 0.47676 3.83163 -1.87038 0.000
C 1.46395 3.36057 -0.82432 0.001
N 1.20143 1.98591 -0.35793 0.006
C 1.37631 1.03465 -1.46896 0.000
C 0.06645 0.65806 -2.12594 -0.001
O -0.03777 0.12407 -3.17643 -0.005
O -1.02843 0.99611 -1.35155 -0.028
C 1.92700 1.65533 0.87929 0.000
C 1.03345 1.36856 2.07390 0.000
O 1.41904 1.12597 3.16160 -0.002
O -0.31223 1.46136 1.75334 -0.014
H -0.94576 4.50517 -0.72041 0.000
H 0.49164 3.18519 -2.74781 0.000
H 0.77459 4.82889 -2.20165 0.000
H 2.47172 3.42299 -1.25269 0.000
H 1.42148 4.02709 0.03773 0.000
H 2.03257 1.42660 -2.24733 0.000
H 1.79005 0.09933 -1.09676 0.000
H 2.54373 0.76772 0.75250 0.000
H 2.58131 2.47655 1.17468 0.000
C -6.94333 0.37961 -1.23461 0.000
C -5.60694 0.13742 -1.91919 0.000
N -4.58053 -0.35423 -1.00081 -0.006
C -3.77154 0.43444 -0.29046 0.000
S -2.64849 -0.29214 0.83977 -0.008
N -3.86541 1.73601 -0.46506 0.003
N -2.93246 2.46610 0.27561 -0.023
C -3.35169 3.57582 0.77278 0.033
C -4.78308 3.98223 0.66866 0.004
C -2.38366 4.46537 1.47921 0.000
C -2.75522 5.71880 1.94224 0.006
C -1.81826 6.48123 2.62518 -0.001
C -0.55321 5.96684 2.83092 0.006
C -0.26772 4.70908 2.31694 0.000
N -1.15213 3.98372 1.64140 0.015
H -7.69454 0.68034 -1.96587 0.000
H -7.29890 -0.52421 -0.73680 0.000
H -6.85576 1.16941 -0.48728 0.000
H -5.70531 -0.60088 -2.71365 0.000
H -5.22810 1.05654 -2.35820 0.000
H -4.57626 -1.33064 -0.75602 0.000
H -5.41117 3.10738 0.54848 0.000
H -5.08938 4.53351 1.55467 0.001
H -4.93666 4.61713 -0.20950 0.002
H -3.74964 6.10265 1.77453 0.000
H -2.08324 7.46101 2.99961 0.000
H 0.20208 6.52196 3.36989 0.000
H 0.71247 4.26616 2.46243 0.000
S 0.41342 -1.48433 0.53274 0.001
Sb 1.93970 -3.12051 0.13590 0.000
C 2.85535 -2.71612 -1.69190 0.000
C 4.24079 -2.63466 -1.81598 0.000
C 4.79295 -2.20717 -3.01725 0.000
C 3.96550 -1.86689 -4.07927 0.000
C 2.58358 -1.95149 -3.95201 0.000
C 2.02057 -2.37280 -2.75472 0.000
C 3.36937 -3.07789 1.65466 0.000
C 3.32720 -4.00165 2.69422 0.000
C 4.12172 -3.80260 3.81718 0.000
C 4.94527 -2.68929 3.89710 0.000
C 4.99502 -1.77537 2.85062 0.000
C 4.20189 -1.96249 1.72786 0.000
C 0.86038 -4.90445 0.05868 0.000
C 0.85846 -5.68072 -1.09574 0.000
C -0.00992 -6.76205 -1.18732 0.000
C -0.85983 -7.05870 -0.13121 0.000
C -0.85223 -6.27852 1.02032 0.000
C 0.00170 -5.18976 1.11890 0.000
H 4.88911 -2.91058 -0.99264 0.000
H 5.86852 -2.14000 -3.12233 0.000
H 4.40027 -1.53002 -5.01214 0.000
H 1.94025 -1.67586 -4.77768 0.000
H 0.94222 -2.40288 -2.64645 0.000
H 2.68839 -4.87504 2.63529 0.000
H 4.09263 -4.51638 4.63049 0.000
H 5.54924 -2.52862 4.78103 0.000
H 5.64809 -0.91412 2.91319 0.000
H 4.23850 -1.24395 0.91626 0.000
H 1.52588 -5.45364 -1.91924 0.000
H -0.01960 -7.37107 -2.08234 0.000
H -1.53552 -7.90133 -0.20582 0.000
H -1.51983 -6.51310 1.83996 0.000
H -0.02137 -4.56011 2.00046 0.000
```

Results
<S²>: 0.7630
Kohn-Sham gap (spin up / spin down), eV: 6.94 / 6.94
Net charge: +1
HOMO energy (spin up / spin down), Ha: -0.380 / -0.381
Relative energy (zero: lowest compared OMol25 entry of this formula, charge and spin), kcal/mol: 21.4
Multiplicity: 2


# 5
Entry from the OMol25 dataset: a single C23H18N2O3 molecule (the ωB97M-V functional and the def2-TZVPD basis).

```
46
Properties=species:S:1:pos:R:3:nbo_charge:R:1
O 2.81878 2.41886 1.95673 -0.639
C 3.51619 1.67681 1.28601 0.786
C 3.06566 0.87160 0.15624 -0.289
C 3.94661 -0.03763 -0.43962 -0.120
C 3.54968 -0.83262 -1.48783 -0.292
C 2.24328 -0.73525 -1.96136 -0.133
C 1.35965 0.15497 -1.40372 -0.321
C 1.74242 0.98793 -0.33854 0.332
N 0.86972 1.86056 0.22020 -0.643
C -0.44187 2.08821 -0.21964 0.244
C -0.70156 2.56945 -1.49857 -0.283
C -2.01146 2.78293 -1.89050 -0.184
C -3.06191 2.45935 -1.05327 -0.298
C -2.80498 1.93957 0.21405 0.389
C -1.49207 1.81733 0.64885 -0.362
H -1.26040 1.46080 1.63955 0.239
O -3.88102 1.52305 0.95086 -0.512
C -3.64308 0.44867 1.84937 -0.103
C -2.81751 -0.62812 1.18414 0.196
N -1.69034 -0.95661 1.75582 -0.442
C -0.84650 -1.78936 1.11532 0.225
C 0.39201 -2.09306 1.71578 -0.217
C 1.29481 -2.88582 1.06455 -0.188
C 0.99958 -3.41657 -0.20098 -0.210
C -0.19721 -3.14670 -0.80453 -0.179
C -1.14642 -2.32573 -0.16661 -0.120
C -2.39151 -1.98607 -0.73647 -0.134
C -3.22886 -1.14036 -0.06524 -0.253
H -4.17902 -0.83659 -0.47653 0.226
H -2.65980 -2.38792 -1.70405 0.215
H -0.43174 -3.55285 -1.77854 0.210
H 1.72856 -4.04208 -0.69410 0.216
H 2.24738 -3.11136 1.52024 0.217
H 0.60081 -1.67464 2.68823 0.227
H -4.63778 0.07731 2.11263 0.207
H -3.13765 0.78817 2.76107 0.196
H -4.08582 2.58070 -1.36794 0.222
H -2.21711 3.17963 -2.87344 0.216
H 0.11840 2.77948 -2.16749 0.223
H 1.15641 2.25254 1.11351 0.442
H 0.34353 0.20973 -1.76331 0.228
H 1.91748 -1.36973 -2.77233 0.212
H 4.23945 -1.53027 -1.93618 0.214
H 4.95084 -0.10551 -0.05131 0.229
O 4.82467 1.54511 1.57129 -0.685
H 5.03973 2.11206 2.32769 0.501
```

Results
Kohn-Sham gap, eV: 7.97
HOMO energy, Ha: -0.285
Relative energy (zero: lowest compared OMol25 entry of this formula, charge and spin), kcal/mol: 1.0
Structure (SMILES): O=C(O)c1ccccc1Nc1cccc(OCc2ccc3ccccc3n2)c1


# 6
Entry from the OMol25 dataset: a molecular structure, C44H38N5O2PReS2 (the ωB97M-V functional and the def2-TZVPD basis).

```
93
Properties=species:S:1:pos:R:3:lowdin_spin:R:1
Re -0.09889 -0.15463 0.34708 2.397
C 0.24561 2.82205 1.37902 0.010
C -0.90769 2.54877 2.32564 0.003
C -2.09290 1.72489 1.87283 0.013
C -3.35547 2.17063 2.23077 -0.003
C -4.45822 1.33944 2.12273 0.013
C -4.27103 0.04787 1.66793 -0.001
C -3.01233 -0.31718 1.24637 0.015
N -1.94097 0.50005 1.30720 0.015
N 1.09740 1.63056 1.12830 0.030
C 1.84534 1.22557 2.34844 0.003
C 1.11328 0.20661 3.16002 0.017
C 1.26214 0.09797 4.53149 0.000
C 0.57875 -0.89893 5.20508 0.013
C -0.25052 -1.75009 4.48666 -0.001
C -0.35529 -1.57958 3.12457 0.009
N 0.32880 -0.62805 2.46150 0.022
C 2.09849 1.94180 0.08276 0.008
C 2.66226 0.67166 -0.47333 0.021
C 3.93789 0.62435 -0.99815 -0.003
C 4.37710 -0.53578 -1.60887 0.025
C 3.53555 -1.63917 -1.64036 -0.001
C 2.28930 -1.54517 -1.06865 0.022
N 1.84125 -0.40618 -0.49301 0.023
H -0.12170 3.15543 0.41038 0.000
H 0.87379 3.61293 1.80141 0.002
H -0.54323 2.08405 3.24873 0.001
H -1.29678 3.51690 2.63944 0.000
H -3.45930 3.16485 2.64204 0.000
H -5.43860 1.68996 2.41647 0.001
H -5.08303 -0.66054 1.59605 0.000
H -2.83429 -1.29733 0.82945 0.001
H 2.78819 0.77520 2.02813 0.000
H 2.09665 2.10474 2.94641 0.000
H 1.90485 0.79074 5.05766 0.000
H 0.67995 -1.00420 6.27687 0.001
H -0.81422 -2.53293 4.97294 0.000
H -1.00404 -2.20490 2.52916 0.001
H 1.59751 2.47615 -0.72139 0.000
H 2.89248 2.57800 0.48361 0.001
H 4.55283 1.51250 -0.97822 0.000
H 5.35907 -0.57575 -2.06024 0.001
H 3.83618 -2.56669 -2.10553 0.000
H 1.60728 -2.38141 -1.07009 0.000
C -5.97649 0.57017 -1.52107 -0.001
C -5.49483 -0.72717 -1.62438 0.000
C -4.12945 -0.95934 -1.68083 -0.001
C -3.22070 0.10192 -1.64364 -0.002
C -3.71510 1.40326 -1.55327 -0.001
C -5.08242 1.63018 -1.48556 0.000
P -1.44137 -0.29161 -1.76437 0.016
C -0.99845 -0.26458 -3.51776 0.005
C -1.96152 0.10969 -4.45405 0.001
C -1.67440 0.02516 -5.80787 0.001
C -0.43225 -0.42715 -6.22963 0.000
C 0.52758 -0.79717 -5.29804 0.000
C 0.24626 -0.71808 -3.94418 0.001
C -1.30557 -2.06163 -1.37598 0.062
C -1.57646 -3.21623 -2.10377 -0.004
C -1.23119 -4.43882 -1.55526 0.059
C -0.58861 -4.50085 -0.31464 0.000
C -0.27625 -3.34869 0.38509 0.037
C -0.64178 -2.09490 -0.13647 0.003
H -7.04209 0.75406 -1.48346 0.000
H -6.18036 -1.56305 -1.66927 0.000
H -3.78392 -1.98047 -1.75621 0.000
H -3.05079 2.25417 -1.55624 0.000
H -5.44748 2.64716 -1.42341 0.000
H -2.92961 0.47367 -4.13696 0.000
H -2.42398 0.31449 -6.53208 0.000
H -0.20881 -0.48780 -7.28637 0.000
H 1.50523 -1.12380 -5.62219 0.000
H 1.00731 -0.99728 -3.22999 0.000
H -2.03008 -3.15694 -3.08642 -0.001
H -1.43983 -5.35362 -2.09382 0.003
H -0.30829 -5.46539 0.08865 -0.001
H 0.28605 -3.43803 1.30744 0.001
O 3.10078 0.69371 -4.62308 0.000
S 2.83048 1.91689 -3.92680 0.000
O 3.91726 2.56761 -3.24622 0.000
N 1.62548 1.66740 -2.80966 0.000
C 0.62219 2.45979 -3.01404 0.014
S -0.71314 2.53765 -1.93945 0.144
C 0.71408 3.30193 -4.24111 0.006
C -0.19677 4.20576 -4.75621 0.003
C 0.13409 4.86673 -5.93382 0.000
C 1.34531 4.62936 -6.57548 0.000
C 2.26600 3.72247 -6.05804 0.000
C 1.91586 3.07449 -4.89430 0.000
H -1.13789 4.38529 -4.25342 0.002
H -0.56013 5.57810 -6.36004 0.000
H 1.57643 5.15920 -7.48956 0.000
H 3.21032 3.53543 -6.55047 0.000
```

Results
<S²>: 3.7852
Kohn-Sham gap (spin up / spin down), eV: 7.55 / 5.90
Net charge: +2
HOMO energy (spin up / spin down), Ha: -0.476 / -0.475
Multiplicity: 4